No. 1
{"formula": "C10H44N3O12", "method": "ωB97M-V with the def2-TZVPD basis set", "symbols": ["C", "C", "C", "C", "N", "N", "C", "C", "C", "C", "N", "C", "C", "O", "H", "H", "H", "H", "H", "H", "H", "H", "H", "H", "H", "H", "H", "H", "H", "H", "H", "H", "H", "H", "H", "H", "O", "H", "H", "O", "H", "H", "O", "H", "H", "O", "H", "H", "O", "H", "H", "O", "H", "H", "O", "H", "H", "O", "H", "H", "O", "H", "H", "O", "H", "H", "O", "H", "H"], "coordinates": [[0.510, -4.497, -2.218], [1.776, -3.919, -2.856], [2.135, -2.529, -2.320], [1.059, -1.443, -2.563], [0.671, -0.675, -1.391], [0.031, -1.565, -0.451], [-0.843, -0.782, 0.380], [-0.290, -0.419, 1.792], [-0.637, 1.018, 2.223], [0.392, 2.005, 1.681], [1.725, 1.794, 2.285], [2.370, 2.951, 2.767], [2.477, 4.167, 1.870], [2.865, 2.996, 3.874], [-0.332, -3.808, -2.307], [0.657, -4.741, -1.164], [0.227, -5.428, -2.730], [2.606, -4.609, -2.648], [1.658, -3.896, -3.947], [2.313, -2.599, -1.241], [3.072, -2.212, -2.802], [0.157, -1.911, -2.968], [1.442, -0.727, -3.309], [1.566, -0.325, -1.006], [-1.100, 0.163, -0.138], [-1.780, -1.347, 0.546], [-0.692, -1.113, 2.540], [0.794, -0.570, 1.791], [-0.714, 1.084, 3.318], [-1.624, 1.269, 1.821], [0.072, 3.040, 1.848], [0.436, 1.852, 0.594], [2.335, 1.258, 1.680], [1.574, 4.361, 1.293], [2.688, 5.034, 2.502], [3.321, 4.060, 1.182], [-1.243, -7.183, -1.694], [-1.044, -8.065, -1.366], [-2.127, -6.995, -1.358], [0.726, 1.417, -4.768], [0.656, 1.204, -3.827], [0.650, 0.557, -5.197], [-0.998, -3.844, -5.081], [-0.759, -4.709, -4.733], [-1.890, -3.685, -4.751], [0.744, 1.488, -7.930], [-0.130, 1.657, -8.290], [0.675, 1.747, -7.004], [1.643, 6.897, 3.991], [1.667, 7.268, 4.880], [1.761, 5.949, 4.130], [-3.075, 2.932, 3.412], [-2.241, 3.141, 3.844], [-3.383, 3.765, 3.043], [1.575, 3.664, 6.532], [0.875, 4.164, 6.104], [2.167, 3.384, 5.821], [-3.445, 0.373, 5.080], [-4.389, 0.302, 5.243], [-3.373, 1.048, 4.394], [-1.341, 6.928, 5.244], [-0.697, 6.883, 4.527], [-1.457, 7.869, 5.405], [-3.703, -2.797, -5.970], [-3.934, -1.873, -6.102], [-3.103, -3.010, -6.692], [-1.513, -6.416, 1.127], [-0.846, -6.386, 0.430], [-1.366, -5.608, 1.630]], "forces_ev_per_a": [[-0.0318, -0.3188, -0.5185], [-0.1025, -0.0538, 0.3169], [0.0860, -0.0636, -0.1837], [0.1326, 0.0208, -0.0396], [0.1170, 0.0810, 0.0481], [-0.2499, 0.0486, -0.0680], [0.4277, -0.3673, -0.2646], [-0.2578, 0.1991, 0.2314], [0.1231, -0.3732, 0.1793], [-0.2304, -0.2482, -0.4793], [-0.2020, 0.3039, 0.1313], [0.1596, 0.0712, -0.0007], [-0.0991, 0.5361, 0.2710], [-0.0118, -0.0887, -0.1264], [0.1354, -0.0017, 0.2616], [-0.0172, 0.2104, -0.0232], [0.0805, 0.0694, 0.1446], [0.0012, 0.0829, -0.1109], [-0.0201, 0.1154, 0.0970], [-0.1119, 0.0346, -0.0892], [-0.0264, -0.0290, 0.1613], [0.0056, 0.1464, 0.0264], [0.0384, -0.1684, -0.0048], [-0.0218, -0.0003, 0.0232], [-0.1476, -0.0059, 0.0360], [-0.0012, 0.1612, 0.0157], [0.0950, 0.0104, -0.1146], [-0.0472, 0.0021, -0.0242], [0.1761, 0.1525, -0.1159], [0.0805, 0.0958, 0.0163], [0.0269, -0.0789, 0.1065], [0.0250, 0.1379, 0.0832], [0.0208, -0.1955, 0.1689], [0.1216, -0.1272, -0.0836], [0.0475, -0.0535, -0.2310], [-0.1474, -0.2016, 0.0458], [-0.0366, -0.1856, -0.0218], [-0.0336, -0.0286, -0.0132], [0.0304, 0.0818, 0.0768], [-0.0584, -0.0475, -0.1679], [-0.0657, 0.0201, 0.0297], [0.0372, -0.0987, 0.1526], [-0.1525, -0.1003, -0.2605], [0.0780, 0.0654, 0.1453], [0.0117, 0.1186, 0.0221], [-0.0484, -0.0073, -0.0261], [-0.0170, -0.0082, -0.0076], [0.0830, 0.1037, 0.1436], [-0.2727, -0.0593, 0.0959], [0.0908, -0.0121, 0.0246], [0.1109, 0.0081, 0.0142], [-0.0263, 0.0267, 0.0789], [0.0334, -0.0420, -0.0170], [-0.0368, 0.0006, 0.0008], [0.1596, 0.1540, 0.0841], [-0.0733, -0.0719, -0.0313], [-0.1018, -0.1011, -0.0970], [-0.0128, 0.0099, 0.0292], [-0.0179, -0.0132, -0.0011], [0.0038, 0.0477, -0.0609], [0.0479, -0.0456, -0.0445], [0.0998, 0.0337, -0.0356], [-0.0367, 0.0102, 0.0040], [-0.0945, -0.0792, -0.0619], [0.0425, 0.0380, 0.0665], [0.1089, -0.0074, 0.0641], [0.0972, -0.0657, 0.0638], [-0.0852, 0.0922, -0.1019], [-0.0391, 0.0588, -0.0342]], "total_charge": -1, "gap_ev": 3.50, "e_homo_ev": -1.75, "molar_mass_g_mol": 398.47, "e_tot_ha": -1474.4772}



No. 2
{"formula": "C43H45N5O7P3PbS", "method": "ωB97M-V with the def2-TZVPD basis set", "symbols": ["Pb", "C", "C", "C", "C", "C", "C", "C", "C", "C", "H", "H", "H", "H", "H", "H", "H", "H", "H", "H", "H", "H", "C", "C", "O", "P", "O", "O", "O", "P", "O", "O", "O", "H", "H", "H", "H", "H", "H", "H", "C", "C", "C", "C", "C", "C", "P", "C", "C", "C", "C", "C", "C", "C", "C", "C", "C", "C", "C", "H", "H", "H", "H", "H", "H", "H", "H", "H", "H", "H", "H", "H", "H", "H", "N", "C", "C", "C", "C", "C", "C", "C", "N", "C", "C", "N", "C", "H", "H", "H", "H", "H", "H", "H", "S", "C", "N", "C", "C", "C", "N", "H", "H", "H", "H"], "coordinates": [[-0.515, 0.689, 0.291], [-2.533, 4.743, 1.599], [-1.885, 4.202, 2.894], [-0.575, 3.704, 2.900], [-0.082, 3.078, 4.045], [1.251, 2.396, 4.047], [-0.892, 3.035, 5.199], [-2.183, 3.624, 5.258], [-2.941, 3.658, 6.537], [-2.638, 4.191, 4.106], [-1.848, 4.873, 0.751], [-2.996, 5.714, 1.775], [-3.385, 4.053, 1.333], [0.116, 3.853, 2.092], [1.218, 1.386, 3.556], [1.602, 2.249, 5.069], [1.970, 3.021, 3.516], [-0.532, 2.477, 6.102], [-2.310, 3.887, 7.420], [-3.275, 2.592, 6.622], [-3.774, 4.363, 6.504], [-3.633, 4.652, 3.999], [3.140, 4.623, -0.734], [2.138, 3.458, -0.528], [2.108, 3.186, 0.918], [2.535, 1.867, -1.373], [2.246, 2.013, -2.923], [4.082, 1.637, -1.253], [1.809, 0.675, -0.822], [0.415, 3.996, -1.032], [0.492, 4.028, -2.641], [0.089, 5.300, -0.406], [-0.491, 2.771, -0.819], [4.039, 4.460, -0.099], [2.681, 5.552, -0.459], [3.501, 4.643, -1.756], [2.138, 4.028, 1.378], [1.676, 2.789, -3.153], [4.273, 0.839, -0.672], [0.724, 4.909, -2.943], [-6.203, 1.675, -2.382], [-5.968, 0.382, -2.875], [-4.692, -0.149, -2.814], [-3.706, 0.460, -2.079], [-3.868, 1.820, -1.659], [-5.118, 2.408, -1.816], [-2.223, -0.447, -1.623], [-2.734, -2.184, -1.441], [-3.806, -2.474, -0.607], [-4.346, -3.818, -0.517], [-3.631, -4.820, -1.168], [-2.537, -4.545, -1.986], [-2.154, -3.269, -2.190], [-1.080, -0.183, -2.997], [-1.174, 1.041, -3.782], [-0.247, 1.326, -4.745], [0.715, 0.356, -5.094], [0.762, -0.825, -4.406], [-0.056, -1.040, -3.282], [-7.239, 2.035, -2.384], [-6.831, -0.104, -3.272], [-4.541, -1.184, -3.228], [-3.052, 2.344, -1.205], [-5.226, 3.454, -1.525], [-4.346, -1.664, -0.124], [-5.232, -3.941, 0.064], [-4.081, -5.783, -1.297], [-2.040, -5.395, -2.537], [-1.325, -3.116, -2.848], [-2.019, 1.728, -3.602], [-0.284, 2.272, -5.357], [1.381, 0.511, -5.982], [1.472, -1.583, -4.730], [0.084, -1.955, -2.697], [7.679, -4.733, 5.219], [6.659, -4.349, 4.863], [5.447, -3.739, 4.347], [4.681, -2.944, 5.190], [3.445, -2.537, 4.733], [2.956, -2.941, 3.509], [3.773, -3.706, 2.643], [5.030, -4.098, 3.075], [1.713, -2.403, 3.042], [0.489, -2.374, 3.700], [-0.404, -1.777, 2.897], [0.218, -1.502, 1.691], [1.445, -1.932, 1.809], [5.001, -2.568, 6.172], [2.811, -2.053, 5.480], [3.558, -3.882, 1.557], [5.826, -4.509, 2.427], [0.416, -2.946, 4.620], [-1.463, -1.592, 2.979], [2.130, -1.859, 0.971], [2.240, -4.132, -1.450], [2.158, -4.314, -3.090], [3.335, -4.635, -3.734], [3.400, -4.960, -5.098], [2.229, -4.947, -5.791], [1.019, -4.721, -5.099], [1.056, -4.353, -3.824], [4.151, -4.439, -3.159], [4.321, -5.406, -5.440], [2.220, -5.368, -6.802], [0.056, -4.830, -5.548]], "forces_ev_per_a": [[0.8576, 0.8898, 0.4312], [-0.4863, -0.5951, 0.6063], [0.1281, 0.1689, -0.1881], [-0.7960, 0.2847, 0.5588], [-1.1376, -0.3733, 1.2788], [0.1704, -0.4277, -0.1867], [0.1308, -0.5257, 0.2283], [1.9758, 0.2108, 0.0035], [0.0035, -1.2150, 0.3847], [-0.5362, 0.5572, -2.4484], [-0.0903, -0.3227, 0.4216], [-0.0085, 0.0526, 0.1253], [0.8412, 0.5614, 0.0263], [-0.2558, -0.0965, -0.5951], [0.0078, 0.8311, 0.2721], [0.0564, -0.0104, -0.0714], [0.1758, -0.2472, 0.0065], [-0.1905, 0.6808, -0.8486], [-0.2792, -0.1242, -0.6044], [-0.3156, 0.9548, 0.5539], [-0.0245, -0.3096, 0.0190], [0.3912, -0.2423, 0.5114], [0.7397, -1.4429, -0.0633], [0.0607, 0.8225, 0.9473], [-0.2040, -0.9278, -1.3735], [-1.0204, -0.5793, -0.1120], [0.4289, 0.8438, 0.5635], [0.8850, -1.3132, 0.9416], [-0.5112, 0.2418, 0.5967], [-1.0653, -0.8828, 1.5639], [0.3265, 0.3820, -0.6962], [0.4402, -0.6724, -0.6041], [0.4279, 0.3922, 0.0602], [-0.6096, -0.0390, -0.3532], [-0.3142, 0.4883, 0.0429], [-0.0166, 0.2859, -0.2923], [-0.0196, 0.4001, -0.0413], [0.0630, -0.4854, 0.2087], [-0.2871, 1.4013, -1.0282], [-0.0366, 0.4321, -0.2341], [0.9308, -0.2816, 0.5732], [-0.1950, 2.0616, 0.3751], [-0.6294, -2.3555, -0.2695], [0.3807, 1.7094, 0.3423], [-0.9907, -1.6698, -0.4090], [-0.5237, -0.0348, -0.5899], [0.1861, 0.0227, -0.2969], [0.1692, -1.2733, -1.0214], [-0.8123, -1.2988, -0.0836], [2.4102, 2.0247, -0.6088], [-1.3648, 0.3317, -0.3494], [-0.2020, -1.8573, -0.3557], [0.6627, 1.9846, 0.9040], [-0.3400, 1.7007, -1.1694], [-0.8604, -0.6736, 1.2796], [0.4512, 0.5123, -1.3472], [0.0563, 0.5152, -1.0301], [0.4254, -0.2751, 0.4149], [0.6819, -1.1246, -0.3798], [0.6457, 0.2020, -0.0466], [-0.0509, -0.6759, -0.4584], [-0.0417, 1.1366, 0.5473], [0.3080, 0.2978, 0.2676], [-0.2012, -0.3376, 0.0264], [0.1038, -0.0879, 0.1274], [-0.4023, -0.4457, 0.1565], [0.0039, -0.6482, 0.6100], [-0.5859, 1.1695, 0.6735], [0.0915, 0.2119, -0.2775], [0.6456, -0.3593, -0.0399], [-0.1544, -1.0729, 0.9046], [-0.6603, -0.0535, 1.0347], [-0.1020, 0.0681, 0.3028], [0.1674, 0.4199, -0.2332], [0.0707, -0.3013, 0.1636], [0.0769, 0.9381, -0.4303], [0.6217, -0.7126, 1.3069], [-0.0019, 0.1530, -0.0607], [-0.7969, -0.2229, 1.2670], [0.4749, -0.1018, -1.3089], [0.0371, 0.5033, -1.1002], [0.4558, 0.5242, -0.3701], [-0.6950, -0.7642, -0.3912], [0.8208, -0.8611, 1.6173], [-0.2685, 0.0701, -1.0448], [-0.2545, -0.0489, -0.0298], [0.5929, 0.7792, -1.0789], [0.1004, -0.6202, -0.5092], [0.0459, 0.3482, -0.6665], [-0.3469, 0.1116, 1.2895], [-1.0689, -0.2208, 0.2400], [-0.2127, 0.5660, -0.0204], [0.0795, -0.0833, 0.4379], [0.2661, -0.0862, 0.4377], [-0.3057, 0.5761, 0.5652], [1.3763, -0.7200, 0.0323], [0.5482, 0.3159, -2.0710], [-0.8294, 0.1590, 2.5603], [0.0519, -1.3385, -1.1254], [1.9604, 1.0194, 1.9240], [-2.6797, -0.2893, -1.2578], [0.0535, -0.5755, -0.3515], [0.1756, 0.5045, -0.2088], [-0.0047, 0.4321, 0.3345], [-0.4526, 0.0531, -0.3359]], "de_lowest_kcal_mol": 90.52, "total_charge": 1, "gap_ev": 7.32, "e_homo_ev": -10.17, "molar_mass_g_mol": 1076.05, "e_tot_ha": -4081.1262}



No. 3
{"formula": "C16H16AsF9N3O3OsS4Si", "method": "ωB97M-V with the def2-TZVPD basis set", "symbols": ["Os", "S", "C", "C", "N", "C", "S", "C", "N", "S", "C", "N", "C", "C", "C", "C", "C", "C", "H", "H", "H", "H", "H", "F", "As", "F", "F", "F", "F", "F", "C", "Si", "C", "C", "C", "H", "H", "H", "H", "H", "H", "H", "H", "H", "H", "H", "F", "C", "F", "F", "S", "O", "O", "O"], "coordinates": [[-0.153, 0.953, -0.221], [-1.660, 1.934, 2.056], [-0.869, 1.282, 3.399], [-0.977, 1.990, 4.623], [-1.066, 2.583, 5.601], [-0.163, 0.074, 3.387], [0.016, -0.903, 2.010], [0.426, -0.423, 4.574], [0.945, -0.833, 5.513], [4.194, 2.035, 1.007], [2.609, 2.102, 0.405], [2.001, 0.957, 0.209], [2.847, -0.104, 0.526], [2.574, -1.464, 0.393], [3.534, -2.376, 0.776], [4.761, -1.958, 1.294], [5.063, -0.618, 1.410], [4.100, 0.300, 1.013], [2.146, 3.059, 0.238], [1.622, -1.776, 0.002], [3.335, -3.431, 0.664], [5.490, -2.692, 1.599], [6.020, -0.287, 1.782], [-2.151, 0.912, -0.684], [-4.071, 1.333, -1.374], [-3.767, -0.225, -2.160], [-4.440, 0.429, 0.085], [-5.691, 1.375, -1.913], [-4.213, 2.744, -0.430], [-3.428, 2.059, -2.774], [-0.009, -3.576, -0.502], [-1.213, -2.263, -1.205], [-1.780, -2.746, -2.956], [-2.663, -2.195, 0.007], [-0.145, -0.663, -1.518], [-0.509, -4.541, -0.523], [0.254, -3.376, 0.534], [0.906, -3.665, -1.082], [-2.202, -3.748, -2.946], [-0.958, -2.737, -3.667], [-2.546, -2.059, -3.305], [-3.235, -3.120, -0.055], [-3.340, -1.381, -0.237], [-2.337, -2.063, 1.037], [-0.620, -0.156, -2.370], [0.845, -0.981, -1.857], [0.158, 4.258, -3.366], [0.571, 3.688, -2.253], [1.814, 4.109, -1.982], [0.669, 2.348, -2.487], [-0.566, 3.968, -0.785], [-1.806, 3.431, -1.221], [-0.434, 5.349, -0.486], [0.111, 3.090, 0.214]], "forces_ev_per_a": [[-0.6181, -1.2842, 1.2573], [0.4554, -0.4421, 0.3595], [-0.3703, 0.1780, -0.9228], [-0.1082, 0.2226, 0.3584], [0.0028, 0.1214, 0.2355], [-0.1317, -0.1735, -1.0521], [0.0466, 0.4974, -0.0717], [0.1252, -0.1109, 0.3854], [0.0740, -0.0801, 0.1582], [-0.2995, -0.2708, -0.1154], [0.4234, 0.2738, 0.1691], [-0.8952, 0.5118, -0.2676], [0.5409, -0.5669, 0.1137], [0.0320, 0.1652, -0.0440], [-0.1363, 0.0348, -0.1197], [0.1223, 0.0984, 0.0281], [0.0035, -0.0672, -0.0458], [-0.4195, 0.1619, -0.1756], [-0.0569, -0.0489, -0.0210], [0.0389, -0.1302, -0.0393], [-0.0543, -0.0451, 0.0421], [0.0610, -0.0725, 0.0126], [0.0744, 0.0036, 0.0633], [0.8241, 0.3163, -0.0166], [-1.5104, -2.1083, 0.0608], [-0.0457, 0.9038, 0.4275], [0.2599, 0.5314, -0.7383], [0.4105, 0.0945, 0.1078], [0.5831, -0.0901, -0.4376], [0.1934, 0.2217, 0.6032], [-0.3633, 0.4797, -0.3706], [-0.0402, -0.6162, 0.1008], [0.2335, 0.1728, 0.6734], [0.3723, 0.4027, -0.4504], [-0.3986, 0.2567, 0.3844], [-0.0944, -0.1584, -0.0141], [-0.0084, 0.0205, 0.1448], [0.1388, -0.0479, -0.1208], [-0.0719, -0.1533, 0.0287], [0.1411, 0.0099, -0.0642], [-0.0803, 0.1072, -0.0064], [0.0916, -0.1601, -0.0699], [0.0104, -0.1146, 0.0611], [0.0578, -0.0525, 0.0482], [-0.0480, 0.0178, -0.0973], [0.1001, 0.1473, 0.1483], [-0.1280, 0.0684, 0.1756], [0.0046, 0.0401, 0.2363], [-0.0510, 0.0698, 0.0597], [-0.0414, -0.0580, -0.0449], [0.2732, 1.3968, -1.7217], [-0.1140, 0.0026, 0.0101], [0.0793, 0.0499, 0.2707], [0.3117, -0.7268, 0.3035]], "de_lowest_kcal_mol": 34.86, "multiplicity": 6, "s_squared": 8.81, "gap_ev": [7.30, 6.13], "e_homo_ev": [-9.10, -9.75], "molar_mass_g_mol": 890.81, "e_tot_ha": -6116.7502}